[1]
This record from OMol25 describes a structure of composition H12O6Pt in a non-equilibrium geometry. The level of theory is the ωB97M-V functional and the def2-TZVPD basis.

```
19
Properties=species:S:1:pos:R:3
Pt 10.84034 15.56226 6.53193
O 10.78006 13.65257 7.80883
H 10.97990 12.79526 7.43290
H 10.66158 13.48308 8.74342
O 10.73919 17.25036 5.28738
H 10.07195 17.92327 5.15237
H 11.46207 17.51130 4.71677
O 8.97472 16.46891 7.40799
H 8.10876 16.64066 7.03807
H 8.83377 16.45983 8.35471
O 9.34460 14.70273 5.15580
H 9.03279 15.19943 4.39931
H 9.10319 13.79655 4.96398
O 12.50892 14.51848 5.65575
H 12.93619 14.58379 4.80170
H 12.79146 13.67174 6.00133
O 12.19369 16.15919 8.06893
H 12.40667 15.82583 8.94057
H 12.83354 16.85424 7.91487
```

Calculated values
Spin multiplicity: 4
Expectation value of S²: 3.754
Total charge: +1
HOMO energy (spin up / spin down): -6.8 / -13.5 eV
Frontier orbital gap (spin up / spin down): 3.89 / 10.04 eV

=====

[2]
This record from OMol25 describes a structure of composition H12O6Rb in a non-equilibrium geometry. The level of theory is the ωB97M-V functional and the def2-TZVPD basis.

```
19
Properties=species:S:1:pos:R:3
Rb -12.00216 -20.26831 21.52396
O -12.47298 -17.40631 21.70395
H -13.04244 -16.87427 21.14818
H -12.13491 -16.79381 22.35723
O -11.79614 -20.81561 18.65677
H -11.46772 -21.51905 19.21672
H -11.07180 -20.62540 18.06063
O -14.37797 -20.25720 19.11229
H -13.43896 -20.25181 18.92667
H -14.75193 -20.82858 18.44154
O -9.83400 -19.35634 23.21874
H -9.14094 -19.80053 23.70720
H -10.29330 -18.83330 23.87577
O -12.42840 -20.51563 24.30864
H -13.22404 -21.04489 24.25308
H -12.74363 -19.62174 24.44216
O -9.76267 -21.56058 20.21454
H -8.87581 -21.61656 20.57031
H -10.05200 -22.47050 20.14692
```

Calculated values
Spin multiplicity: 2
Expectation value of S²: 0.753
Total charge: +2
HOMO energy (spin up / spin down): -18.1 / -17.9 eV
Frontier orbital gap (spin up / spin down): 10.57 / 2.50 eV

=====

[3]
This record from OMol25 describes a cluster of 6 separate species, H13O6 in total in a non-equilibrium geometry. The level of theory is the ωB97M-V functional and the def2-TZVPD basis.

```
19
Properties=species:S:1:pos:R:3
O 1.69863 -0.59821 -0.44348
H 2.51548 -0.86678 -0.88503
H 0.92914 -0.79105 -1.10769
O -0.20685 -1.52825 1.35424
H 0.05614 -2.23708 2.00958
H 0.61826 -1.18185 0.92273
O -0.93692 0.93663 2.16727
H -0.90950 0.03265 2.14299
H -1.27492 1.15860 3.09989
O -0.34089 1.46431 -1.87165
H -0.96548 1.89552 -2.55692
H -0.57897 0.50005 -1.85006
O -0.68921 -1.20211 -1.54100
H -1.04448 -1.41621 -0.65342
H -1.10663 -1.80968 -2.12107
O 0.69316 1.60681 0.41428
H 0.23461 1.76827 -0.48529
H 1.29068 0.81487 0.22448
H 0.01774 1.45350 1.18016
```

Calculated values
ΔE to the lowest compared entry with this formula, charge and spin: 1.2547 eV
Spin multiplicity: 2
Expectation value of S²: 0.757
Total charge: +2
HOMO energy (spin up / spin down): -21.5 / -20.0 eV
Frontier orbital gap (spin up / spin down): 14.03 / 3.54 eV

=====

[4]
This record from OMol25 describes a cluster of 7 separate species, H13O6S in total in a non-equilibrium geometry. The level of theory is the ωB97M-V functional and the def2-TZVPD basis.

```
20
Properties=species:S:1:pos:R:3
S -0.15362 0.52394 0.94938
H 0.39680 0.95789 2.10043
H 2.52107 -0.17595 0.70863
H 2.79928 1.26258 0.98551
O 3.26532 0.43542 0.80936
H -1.25663 1.58058 -1.51843
H -2.61286 1.18717 -1.99626
O -1.74255 1.43111 -2.33435
H 0.94692 0.42650 -2.00472
H 1.93005 0.35037 -0.90105
O 1.79642 0.01252 -1.79824
H -1.12900 -1.33487 -0.49875
H -1.31738 -2.83005 -0.12190
O -1.77918 -2.00228 -0.27957
H -3.27250 2.50019 1.11142
H -1.89648 1.81827 0.74764
O -2.68886 2.25316 0.39214
H 1.02931 -2.64718 0.54491
H 2.27757 -3.35537 1.25024
O 1.35276 -3.11468 1.31501
```

Calculated values
ΔE to the lowest compared entry with this formula, charge and spin: 0.6093 eV
Spin multiplicity: 2
Expectation value of S²: 0.753
Total charge: 0
HOMO energy (spin up / spin down): -11.6 / -11.3 eV
Frontier orbital gap (spin up / spin down): 11.38 / 7.13 eV

=====

[5]
This record from OMol25 describes a cluster of 7 separate species, H13O7 in total in a non-equilibrium geometry. The level of theory is the ωB97M-V functional and the def2-TZVPD basis.

```
20
Properties=species:S:1:pos:R:3
O 1.50037 -2.29685 0.62239
H 1.78876 -2.06805 -0.28628
O 1.69741 0.45203 -1.15815
H 0.91329 0.92046 -1.50013
H 1.46946 0.41316 -0.20855
O -1.27401 -3.12020 -0.39194
H -1.23491 -2.16701 -0.23391
H -0.39892 -3.35248 0.02531
O 0.21072 0.28011 1.37898
H 1.21216 -1.41950 0.94610
H -0.05046 -0.06462 2.24365
O -1.70207 -0.17712 -0.11817
H -0.94872 0.07882 0.49092
H -2.34504 -0.67765 0.41009
O 0.08875 3.07601 0.93346
H 0.95073 3.13730 0.49707
H 0.14717 2.16539 1.27648
O -0.45433 1.75181 -1.96532
H -0.96274 0.91665 -1.86519
H -0.60761 2.15174 -1.09681
```

Calculated values
ΔE to the lowest compared entry with this formula, charge and spin: 0.0000 eV
Spin multiplicity: 2
Expectation value of S²: 0.755
Total charge: 0
HOMO energy (spin up / spin down): -11.2 / -11.2 eV
Frontier orbital gap (spin up / spin down): 10.67 / 5.67 eV

=====

[6]
This record from OMol25 describes a cluster of 7 separate species, H13S7 in total in a non-equilibrium geometry. The level of theory is the ωB97M-V functional and the def2-TZVPD basis.

```
20
Properties=species:S:1:pos:R:3
S -1.35120 1.46977 0.08068
H -1.84798 2.63456 0.51135
S -1.66159 0.05534 -3.71155
H -0.35248 -0.09955 -3.60304
H -2.00130 0.80143 -2.59144
S -3.99389 -0.70999 0.62096
H -4.53330 -0.15299 -0.44208
H -2.99604 0.24151 0.63185
S 2.19422 2.04985 1.34652
H 1.26855 2.79258 2.02817
H 3.21685 2.50777 2.05189
S 0.24957 -0.16183 2.98873
H -0.35249 -1.37282 2.93251
H -0.22177 0.50689 1.89522
S 2.63217 -0.28131 -1.83206
H 3.39029 0.07603 -0.85574
H 1.59846 0.34367 -1.09973
S 1.84773 -3.71891 0.09280
H 0.74242 -2.87522 0.10428
H 2.17179 -4.10679 -1.14932
```

Calculated values
ΔE to the lowest compared entry with this formula, charge and spin: 0.2920 eV
Total charge: -1
HOMO energy: -4.2 eV
Frontier orbital gap: 6.92 eV